# 1
{"formula": "C3H6BNO2", "method": "ωB97M-V/def2-TZVPD", "species": ["B", "C", "C", "C", "N", "O", "O", "H", "H", "H", "H", "H", "H"], "coordinates": [[-0.770, -0.737, 0.138], [1.756, -0.206, 0.817], [0.394, 1.342, -0.746], [0.488, 0.231, 0.434], [2.829, -0.453, 1.118], [-0.547, -2.040, 0.042], [-1.976, -0.182, 0.039], [1.270, 1.974, -0.687], [-0.541, 1.743, -0.691], [0.607, 0.889, -1.716], [0.397, 0.896, 1.611], [-1.237, -2.704, 0.116], [-2.669, -0.753, -0.475]], "atomic_forces_ev_per_a": [[1.185, 0.478, 1.310], [-6.217, 1.407, -2.896], [3.677, -2.541, 1.731], [0.931, -1.966, -5.522], [4.664, -1.041, 1.867], [1.065, -1.955, -0.015], [-3.293, -0.401, -1.871], [-0.239, 0.902, 0.497], [-2.314, 1.568, 0.026], [-0.561, -0.568, 0.038], [-0.682, 2.262, 3.272], [-0.206, 0.247, -0.083], [1.989, 1.608, 1.646]], "multiplicity": 3, "lumo_energy_ha": [-0.0005, -0.1609]}


# 2
{"formula": "CHClO3S", "method": "ωB97M-V/def2-TZVPD", "species": ["C", "O", "O", "O", "S", "Cl", "H"], "coordinates": [[0.024, 3.482, 1.447], [-0.828, 3.891, 0.845], [3.778, 0.739, 0.366], [3.352, -1.561, -0.094], [2.863, -0.352, 0.493], [0.840, 0.536, -1.894], [-0.181, 0.064, -2.812]], "atomic_forces_ev_per_a": [[0.363, -0.195, 0.246], [-0.359, 0.181, -0.256], [-0.416, 0.663, 0.347], [-0.630, -0.521, 0.175], [1.092, -0.205, -0.448], [-2.539, -1.022, -2.319], [2.489, 1.100, 2.255]], "lumo_energy_ha": -0.0389}


Copy entry 2 word for word.
{"formula": "CHClO3S", "method": "ωB97M-V/def2-TZVPD", "species": ["C", "O", "O", "O", "S", "Cl", "H"], "coordinates": [[0.024, 3.482, 1.447], [-0.828, 3.891, 0.845], [3.778, 0.739, 0.366], [3.352, -1.561, -0.094], [2.863, -0.352, 0.493], [0.840, 0.536, -1.894], [-0.181, 0.064, -2.812]], "atomic_forces_ev_per_a": [[0.363, -0.195, 0.246], [-0.359, 0.181, -0.256], [-0.416, 0.663, 0.347], [-0.630, -0.521, 0.175], [1.092, -0.205, -0.448], [-2.539, -1.022, -2.319], [2.489, 1.100, 2.255]], "lumo_energy_ha": -0.0389}


Copy entry 2 word for word.
{"formula": "CHClO3S", "method": "ωB97M-V/def2-TZVPD", "species": ["C", "O", "O", "O", "S", "Cl", "H"], "coordinates": [[0.024, 3.482, 1.447], [-0.828, 3.891, 0.845], [3.778, 0.739, 0.366], [3.352, -1.561, -0.094], [2.863, -0.352, 0.493], [0.840, 0.536, -1.894], [-0.181, 0.064, -2.812]], "atomic_forces_ev_per_a": [[0.363, -0.195, 0.246], [-0.359, 0.181, -0.256], [-0.416, 0.663, 0.347], [-0.630, -0.521, 0.175], [1.092, -0.205, -0.448], [-2.539, -1.022, -2.319], [2.489, 1.100, 2.255]], "lumo_energy_ha": -0.0389}